Entry 1:
Computed, not measured: a structure of composition C16H28IN4O2Yb in a non-equilibrium geometry, with ωB97M-V/def2-TZVPD.

Each line ends with the Mulliken charge.
Atoms and positions in Å:
C -1.54 2.98 -0.62  -1.47
I -2.72 0.95 -2.95  -0.47
H -0.99 3.92 -0.48  0.33
H -2.59 3.20 -0.36  0.20
H -1.46 2.69 -1.68  0.29
C 0.48 -1.97 -2.80  -0.56
C 1.04 -0.98 -3.50  -0.70
N 0.17 0.11 -3.49  0.41
C -0.97 -0.21 -2.83  -0.45
N -0.73 -1.48 -2.29  0.43
H 0.78 -2.99 -2.65  0.38
H 1.94 -1.00 -4.09  0.56
C -2.46 1.23 3.57  -0.75
C -1.41 1.89 1.70  0.16
N -2.21 0.93 2.25  0.39
H -1.81 2.97 4.74  0.34
N -1.23 2.82 2.67  0.37
H -3.05 0.58 4.19  0.49
Yb -0.54 -1.25 0.29  -1.45
C -1.01 1.91 0.31  -0.09
O -0.28 0.96 -0.14  -0.54
C -1.85 2.41 3.83  -0.53
C -0.46 4.04 2.60  -0.86
H -0.38 4.46 3.61  0.32
H -0.93 4.78 1.95  0.24
H 0.56 3.84 2.23  0.29
C -2.77 -0.22 1.55  -0.43
H -3.84 -0.31 1.77  0.59
H -2.30 -1.16 1.92  -0.25
H -2.70 -0.10 0.45  0.14
C -1.74 -2.39 -1.79  -1.10
H -2.18 -2.98 -2.61  0.48
H -2.55 -1.82 -1.31  0.24
H -1.27 -3.13 -1.12  0.19
C 0.38 1.30 -4.27  -1.11
H -0.55 1.57 -4.77  0.45
H 1.15 1.07 -5.02  0.33
H 0.74 2.13 -3.66  0.24
C 3.46 -2.71 -0.35  -1.64
C 2.60 -2.18 0.79  3.23
C 2.62 -3.13 1.99  -1.86
C 3.05 -0.77 1.19  -1.79
O 1.27 -2.12 0.33  -0.20
H 4.51 -2.83 -0.05  0.41
H 3.40 -2.03 -1.22  0.27
H 3.07 -3.68 -0.69  0.31
H 3.64 -3.30 2.37  0.46
H 2.01 -2.72 2.81  0.27
H 2.17 -4.09 1.72  0.31
H 2.96 -0.08 0.35  0.31
H 2.42 -0.38 2.00  0.37
H 4.09 -0.75 1.54  0.42

## Properties
Charge: -2
Expectation value of S²: 1.1012
HOMO (alpha / beta) (eV): 1.99 / 2.18
Spin multiplicity: 2
Electronic energy (hartree): -2452.02636
Kohn-Sham gap (alpha / beta) (eV): 2.426 / 2.196

***

Entry 2:
Computed, not measured: a structure of composition C16H28IN4OYb in a non-equilibrium geometry, with ωB97M-V/def2-TZVPD.

Each line ends with the Mulliken charge.
Atoms and positions in Å:
C -2.85 2.41 -0.57  -1.68
I -4.27 -0.99 -2.30  -0.43
H -3.10 2.92 -1.57  0.32
H -2.62 3.15 0.24  0.30
H -3.89 2.06 -0.41  0.24
C -1.09 -2.91 0.88  -0.62
C -0.55 -2.84 -0.34  -0.97
N -1.01 -1.65 -0.88  1.46
C -1.50 -0.84 0.15  -0.38
N -1.70 -1.73 1.16  0.64
H -1.03 -3.69 1.65  0.35
H -0.01 -3.57 -0.91  0.53
C 1.62 2.03 1.34  -0.30
C -0.31 1.36 0.47  -0.08
N 0.44 1.37 1.59  0.58
H 2.20 3.13 -0.50  0.36
N 0.27 2.25 -0.40  0.80
H 2.38 2.14 2.09  0.45
Yb -1.90 0.71 -1.92  -0.06
C -1.60 0.63 0.44  -0.37
O -2.65 1.04 1.02  -0.61
C 1.52 2.57 0.10  -0.95
C -0.30 3.11 -1.47  -0.53
H -0.32 2.55 -2.42  -0.62
H 0.38 3.95 -1.63  0.81
H -1.27 3.56 -1.18  0.17
C 0.23 0.64 2.82  -0.87
H 0.75 1.19 3.60  0.49
H 0.68 -0.37 2.74  0.23
H -0.84 0.60 3.06  0.24
C -2.27 -1.46 2.46  -1.18
H -2.92 -2.29 2.74  0.43
H -2.81 -0.52 2.36  0.37
H -1.51 -1.38 3.26  0.26
C -0.98 -1.63 -2.33  -0.95
H -1.98 -1.36 -2.76  -0.14
H -0.84 -2.67 -2.67  0.35
H -0.16 -1.05 -2.77  0.08
C 2.01 -1.34 0.60  -0.88
C 2.72 -0.55 -0.52  2.09
C 4.10 -1.13 -0.80  -2.04
C 1.86 -0.50 -1.72  -1.50
H 2.00 -2.41 0.36  0.33
H 0.97 -1.01 0.70  -0.24
H 2.53 -1.22 1.56  0.37
H 2.79 0.50 -0.20  -0.36
H 4.04 -2.18 -1.09  0.30
H 4.59 -0.54 -1.59  0.58
H 4.70 -1.05 0.11  0.42
H 1.73 0.42 -2.28  -0.01
H 1.77 -1.43 -2.27  0.21

## Properties
Charge: -2
Expectation value of S²: 1.1084
HOMO (alpha / beta) (eV): 2.65 / 0.78
Spin multiplicity: 2
Relative energy (zero: lowest compared OMol25 entry of this formula, charge and spin) (kcal/mol): 0.0
Electronic energy (hartree): -2376.66063
Kohn-Sham gap (alpha / beta) (eV): 2.058 / 3.833

***

Entry 3:
Computed, not measured: a structure of composition C16H28N2O3P2Zr in a non-equilibrium geometry, with ωB97M-V/def2-TZVPD.

Each line ends with the Mulliken charge.
Atoms and positions in Å:
Zr 0.65 0.41 -0.13  1.64
P 2.65 -1.30 0.14  0.75
C 2.49 -1.11 -1.70  -1.16
C 1.16 -1.66 -2.19  0.59
N 0.00 -1.16 -1.67  0.04
C -1.19 -1.51 -2.24  0.80
C -1.24 -2.54 -3.13  -0.79
C -0.08 -3.16 -3.52  -0.58
C 1.14 -2.70 -3.09  -0.74
C -2.57 -0.86 -1.89  -1.28
P -2.49 0.85 -1.32  0.75
H 2.11 -3.07 -3.45  0.47
H -2.24 -2.84 -3.44  0.51
H -0.13 -4.00 -4.19  0.49
H -3.20 -0.92 -2.80  0.54
H -3.07 -1.47 -1.11  0.39
H 2.57 0.01 -1.88  0.32
H 3.37 -1.63 -2.12  0.56
H 0.42 4.73 -1.52  0.30
O 2.17 1.45 -0.69  -0.74
H 2.63 2.23 -1.02  0.23
H -1.09 0.53 -0.85  -0.36
O -0.24 5.28 -1.07  -0.55
H -0.86 4.62 -0.62  0.27
C -2.82 2.04 -2.64  -1.08
H -3.67 1.88 -3.35  0.42
H -3.00 3.05 -2.20  0.39
H -1.92 2.10 -3.29  0.40
C -3.55 1.16 0.11  -1.05
H -2.96 1.89 0.72  0.32
H -4.55 1.60 -0.08  0.42
H -3.74 0.26 0.71  0.40
C 2.68 -3.06 0.45  -1.13
H 3.71 -3.37 0.21  0.43
H 2.41 -3.21 1.52  0.37
H 1.92 -3.53 -0.19  0.36
C 4.24 -0.55 0.54  -1.12
H 4.24 -0.31 1.62  0.38
H 5.00 -1.32 0.32  0.44
H 4.38 0.37 -0.04  0.31
O -0.03 0.77 1.62  -0.48
N -0.24 0.99 2.96  0.23
C -1.47 1.22 3.43  0.14
C -1.73 1.08 4.80  -0.73
C -0.68 0.79 5.68  -0.16
C 0.62 0.68 5.15  -0.69
C 0.82 0.83 3.78  -0.09
H -2.25 1.46 2.70  0.27
H -2.76 1.18 5.15  0.41
H -0.86 0.63 6.75  0.45
H 1.48 0.47 5.79  0.41
H 1.79 0.75 3.30  0.51

## Properties
Charge: +3
Expectation value of S²: 0.7551
HOMO (alpha / beta) (eV): -15.63 / -18.43
Spin multiplicity: 2
Electronic energy (hartree): -1690.45561
Kohn-Sham gap (alpha / beta) (eV): 6.308 / 9.024

***

Entry 4:
Computed, not measured: a cluster of 4 separate species, C16H28N4 in total in a non-equilibrium geometry, with ωB97M-V/def2-TZVPD.

Each line ends with the Mulliken charge.
Atoms and positions in Å:
C -20.01 14.95 -10.76  -1.14
C -18.74 15.78 -10.74  -0.43
C -18.78 17.10 -11.53  -0.38
C -20.11 17.72 -11.66  0.23
N -21.14 18.20 -11.76  -0.43
H -20.84 15.49 -10.28  0.24
H -19.90 14.04 -10.17  0.42
H -20.39 14.72 -11.75  0.34
H -17.84 15.25 -11.04  0.31
H -18.47 16.00 -9.70  0.28
H -18.47 16.87 -12.56  0.24
H -18.03 17.79 -11.15  0.33
C -23.04 21.09 -14.47  -1.14
C -22.54 19.83 -15.19  -0.37
C -23.69 19.05 -15.85  -0.04
C -24.36 19.84 -16.88  0.17
N -24.89 20.45 -17.69  -0.44
H -23.70 20.86 -13.64  0.28
H -23.51 21.75 -15.21  0.40
H -22.17 21.65 -14.10  0.32
H -22.01 19.14 -14.54  0.20
H -21.82 20.18 -15.94  0.30
H -24.41 18.81 -15.06  -0.06
H -23.37 18.08 -16.22  0.36
C -25.32 17.00 -12.45  -1.04
C -25.54 16.06 -11.29  -0.69
C -24.28 15.28 -10.87  0.27
C -24.07 14.09 -11.67  0.21
N -23.87 13.16 -12.30  -0.56
H -24.37 17.52 -12.30  0.23
H -26.13 17.71 -12.61  0.44
H -25.12 16.47 -13.39  0.34
H -26.33 15.32 -11.48  0.34
H -25.89 16.58 -10.40  0.34
H -24.22 15.07 -9.81  0.37
H -23.36 15.85 -11.06  -0.25
C -24.13 9.70 -10.86  -0.84
C -23.11 9.37 -9.77  -0.46
C -23.31 10.10 -8.46  -0.45
C -23.27 11.55 -8.53  0.30
N -23.23 12.70 -8.59  -0.43
H -24.14 10.78 -11.02  0.09
H -25.13 9.35 -10.60  0.30
H -23.81 9.28 -11.81  0.31
H -22.14 9.65 -10.20  0.28
H -23.03 8.28 -9.66  0.34
H -22.53 9.74 -7.78  0.28
H -24.25 9.88 -7.94  0.27

## Properties
SMILES string: CCCC#N.CCCC#N.CCCC#N.CCCC#N
HOMO (eV): -11.25
Relative energy (zero: lowest compared OMol25 entry of this formula, charge and spin) (kcal/mol): 8.1
Electronic energy (hartree): -845.43613
Kohn-Sham gap (eV): 11.901

***

Entry 5:
Computed, not measured: a structure of composition C16H28N6Tl, with ωB97M-V/def2-TZVPD.

Each line ends with the Mulliken charge.
Atoms and positions in Å:
Tl -1.12 0.44 1.95  0.69
C 1.24 -4.47 1.01  -1.28
N 1.03 -3.04 1.06  0.26
C 2.24 -2.24 1.13  -1.04
C -0.19 -2.46 0.94  0.63
N -0.40 -1.28 0.37  -0.44
C 0.43 -0.86 -0.70  -0.04
C 0.92 -1.74 -1.66  -0.29
C 1.69 -1.29 -2.71  -0.78
C 2.00 0.06 -2.82  -0.80
C 1.49 0.95 -1.89  -0.24
C 0.68 0.51 -0.84  -0.10
N 0.15 1.40 0.12  -0.46
C -0.24 2.61 -0.25  0.61
N -0.78 2.87 -1.47  0.26
C -1.48 1.85 -2.22  -1.04
C -0.57 4.13 -2.17  -1.28
N -0.14 3.64 0.62  0.16
C 0.81 3.59 1.73  -1.09
C -1.17 4.65 0.77  -0.98
N -1.26 -3.13 1.44  0.14
C -1.21 -3.81 2.74  -0.98
C -2.60 -2.82 0.99  -1.04
H 1.97 -4.69 0.24  0.39
H 0.30 -4.97 0.77  0.39
H 1.62 -4.86 1.96  0.39
H 2.82 -2.31 0.20  0.34
H 2.86 -2.61 1.95  0.41
H 2.00 -1.20 1.30  0.28
H 0.68 -2.80 -1.58  0.46
H 2.07 -1.99 -3.44  0.43
H 2.63 0.42 -3.62  0.43
H 1.73 2.01 -1.96  0.47
H -1.74 1.02 -1.57  0.28
H -0.87 1.47 -3.05  0.33
H -2.40 2.28 -2.63  0.41
H 0.10 4.76 -1.60  0.39
H -1.51 4.65 -2.34  0.39
H -0.12 3.91 -3.14  0.39
H 1.55 2.83 1.54  0.30
H 0.30 3.37 2.67  0.34
H 1.30 4.56 1.82  0.37
H -1.84 4.65 -0.08  0.37
H -0.72 5.64 0.86  0.30
H -1.75 4.46 1.68  0.32
H -0.19 -4.01 3.04  0.37
H -1.76 -4.75 2.68  0.31
H -1.68 -3.18 3.50  0.31
H -2.57 -2.40 -0.01  0.29
H -3.10 -2.12 1.66  0.31
H -3.19 -3.74 0.98  0.36

## Properties
Charge: +1
HOMO (eV): -10.54
Electronic energy (hartree): -1127.30434
Kohn-Sham gap (eV): 7.719

***

Entry 6:
Computed, not measured: an isolated molecule of C16H28O6 in a non-equilibrium geometry, with ωB97M-V/def2-TZVPD.

Each line ends with the Mulliken charge.
Atoms and positions in Å:
C -0.33 -4.54 -2.10  -1.24
C 0.47 -3.37 -2.69  0.05
C -0.36 -2.53 -3.72  -1.09
C -0.78 -1.09 -3.21  -0.20
C -2.06 -1.22 -2.30  -0.84
C -2.60 0.22 -2.06  0.05
O -3.08 0.75 -3.28  -0.61
C -1.66 1.21 -1.47  -0.69
C -1.60 1.28 -0.10  -1.00
C -0.42 1.77 0.71  0.94
O -0.87 2.87 1.49  -0.46
C 0.05 3.30 2.52  0.04
O -0.36 4.61 2.89  -0.58
C 0.05 2.32 3.72  -0.58
C -0.32 0.93 3.20  -0.73
O 0.22 -0.13 3.98  -0.64
C 0.02 0.65 1.74  0.04
C 1.42 0.04 1.53  -1.15
C 2.46 1.14 1.46  0.39
C 3.90 0.58 1.66  0.04
O 4.23 0.14 2.81  -0.61
O 4.77 0.66 0.64  -0.42
H -0.67 -5.12 -3.00  0.31
H -1.21 -4.26 -1.47  0.23
H 0.21 -5.12 -1.40  0.41
H 1.38 -3.87 -3.18  0.33
H 0.82 -2.68 -1.86  -0.04
H 0.39 -2.36 -4.53  0.28
H -1.18 -3.07 -3.98  0.62
H 0.10 -0.57 -2.64  0.05
H -0.94 -0.62 -4.19  0.31
H -1.95 -1.70 -1.34  0.32
H -2.81 -1.83 -2.76  0.53
H -3.59 0.12 -1.55  0.40
H -3.65 1.47 -3.14  0.37
H -0.85 1.72 -2.04  0.41
H -2.40 0.69 0.42  0.33
H 0.38 2.12 0.05  0.27
H 1.18 3.37 2.29  0.04
H -1.28 4.56 3.23  0.40
H 1.09 2.24 4.20  0.22
H -0.74 2.64 4.42  0.36
H -1.33 0.75 3.23  0.82
H 1.17 -0.15 3.85  0.42
H -0.62 -0.17 1.56  0.47
H 1.30 -0.45 0.52  0.00
H 1.78 -0.83 2.09  0.70
H 2.30 1.84 2.27  -0.11
H 2.45 1.56 0.57  0.45
H 5.51 0.13 0.99  0.37

## Properties
SMILES string: CCCCC[C@H](O)/C=C/[C@H]1O[C@@H](O)C[C@H](O)[C@@H]1CCC(=O)O
HOMO (eV): -9.62
Relative energy (zero: lowest compared OMol25 entry of this formula, charge and spin) (kcal/mol): 68.5
Electronic energy (hartree): -1077.77805
Kohn-Sham gap (eV): 10.093

***

Entry 7:
Computed, not measured: a cluster of 4 separate species, C16H29BrFN4O7S3 in total in a non-equilibrium geometry, with ωB97M-V/def2-TZVPD.

Each line ends with the Mulliken charge.
Atoms and positions in Å:
N -2.11 -1.80 2.05  -0.31
C -1.47 -0.60 1.94  0.21
N -0.02 -0.56 1.98  -0.31
C 0.21 0.86 1.85  -0.07
N -1.07 1.55 1.73  -0.20
Br -1.16 3.43 1.55  0.16
N -2.13 0.68 1.81  0.39
C -3.56 1.07 1.71  -0.23
C -4.58 0.09 2.46  0.43
O -5.21 -0.75 1.75  -0.43
F -4.80 0.12 3.86  -0.23
H -2.96 -2.00 1.50  0.27
H -1.74 -2.47 2.74  0.25
H 1.27 1.28 1.84  0.37
H -3.85 1.05 0.59  0.28
H -3.78 2.14 2.07  0.39
C 1.28 -2.65 -3.26  -0.56
C 0.67 -3.60 -2.22  -0.73
C 0.59 -2.84 -0.90  -0.17
S 0.43 -1.11 -1.33  1.25
O 1.61 -0.41 -0.88  -0.70
O -0.91 -0.66 -1.00  -0.71
C 0.54 -1.33 -3.09  -0.79
H 1.18 -3.04 -4.27  0.37
H 2.35 -2.51 -3.05  0.28
H -0.33 -3.90 -2.54  0.31
H 1.27 -4.51 -2.11  0.31
H -0.28 -3.15 -0.31  0.32
H 1.50 -2.95 -0.31  0.06
H 1.06 -0.49 -3.54  0.42
H -0.48 -1.40 -3.49  0.34
C 5.32 -3.96 0.85  -0.47
C 5.27 -4.00 2.37  -0.63
C 3.96 -4.68 2.77  -0.59
S 3.54 -5.79 1.43  1.05
O 2.32 -5.31 0.81  -0.56
O 3.70 -7.15 1.87  -0.69
C 4.92 -5.36 0.38  -0.69
H 6.31 -3.69 0.48  0.34
H 4.61 -3.22 0.47  0.20
H 6.12 -4.59 2.75  0.31
H 5.35 -3.00 2.81  0.33
H 4.07 -5.25 3.69  0.34
H 3.15 -3.95 2.88  0.33
H 4.61 -5.39 -0.66  0.39
H 5.71 -6.08 0.57  0.35
C -3.88 6.36 -2.13  -0.66
C -2.80 7.26 -2.71  -0.64
C -2.08 7.93 -1.54  -0.62
S -2.22 6.81 -0.16  1.15
O -3.03 7.43 0.86  -0.65
O -0.92 6.24 0.12  -0.66
C -3.21 5.59 -1.00  -0.57
H -4.30 5.69 -2.88  0.34
H -4.70 6.97 -1.73  0.32
H -2.09 6.66 -3.29  0.29
H -3.22 8.01 -3.39  0.32
H -1.02 8.10 -1.77  0.35
H -2.56 8.87 -1.26  0.35
H -3.92 5.14 -0.30  0.35
H -2.54 4.82 -1.40  0.34

## Properties
Charge: +1
HOMO (eV): -12.31
Electronic energy (hartree): -5240.83079
Kohn-Sham gap (eV): 8.365

***

Entry 8:
Computed, not measured: a cluster of 4 separate species, C16H29ClIO7P2 in total, with ωB97M-V/def2-TZVPD.

Each line ends with the Mulliken charge.
Atoms and positions in Å:
C 5.37 2.30 2.06  -0.95
C 5.76 2.13 0.59  -0.55
C 5.08 0.95 -0.12  0.53
C 4.98 -0.36 0.69  -1.74
P 3.45 1.31 -0.83  -0.13
I 3.51 3.21 -2.23  0.14
P 1.53 1.62 0.35  0.63
O 1.94 0.65 1.58  -0.42
Cl 1.89 3.49 1.08  -0.19
H 4.35 2.67 2.17  0.16
H 6.02 3.05 2.51  0.39
H 5.49 1.38 2.63  0.28
H 5.59 3.06 0.05  0.24
H 6.83 1.92 0.53  0.34
H 5.67 0.72 -1.02  0.38
H 4.78 -1.18 0.01  0.54
H 4.22 -0.33 1.46  0.35
H 5.94 -0.53 1.17  0.41
H 3.10 0.25 -1.67  0.28
H 1.26 0.63 2.27  0.32
O 3.05 -2.39 -0.62  -0.62
C 2.00 -2.74 -0.13  0.47
O 0.86 -2.75 -0.83  -0.32
C -0.25 -3.15 0.02  -0.23
C 0.40 -3.90 1.18  -0.55
C 1.76 -3.21 1.28  -0.26
H -0.77 -2.24 0.34  0.14
H -0.93 -3.75 -0.56  0.30
H -0.19 -3.86 2.09  0.33
H 0.54 -4.94 0.91  0.30
H 1.73 -2.32 1.93  0.08
H 2.57 -3.85 1.61  0.38
O -3.23 -3.70 -0.06  -0.58
C -4.07 -2.92 -0.42  0.54
O -3.73 -1.69 -0.88  -0.37
C -4.93 -0.92 -1.16  -0.22
C -6.02 -1.96 -1.38  -0.54
C -5.57 -3.09 -0.46  -0.52
H -5.12 -0.27 -0.31  0.18
H -4.73 -0.31 -2.03  0.27
H -7.01 -1.57 -1.16  0.32
H -6.01 -2.30 -2.41  0.29
H -5.94 -2.96 0.57  0.27
H -5.83 -4.09 -0.80  0.34
O -5.32 2.15 -0.38  -0.56
C -4.22 2.58 -0.50  0.54
O -3.20 2.20 0.32  -0.36
C -2.01 2.95 0.02  0.30
C -2.19 3.42 -1.42  -0.54
C -3.70 3.60 -1.51  -0.51
H -1.94 3.79 0.72  0.27
H -1.15 2.30 0.16  -0.38
H -1.62 4.33 -1.64  0.35
H -1.86 2.64 -2.11  0.30
H -4.02 4.59 -1.18  0.27
H -4.12 3.40 -2.49  0.30

## Properties
Charge: +1
HOMO (eV): -12.11
Electronic energy (hartree): -2594.19753
Kohn-Sham gap (eV): 8.166